1.
# C4H6N7O3

A 3-piece molecular cluster, C4H6N7O3 overall in a non-equilibrium geometry (ωB97M-V/def2-TZVPD, the Open Molecules 2025 dataset).

Geometry (Å):
C1 3.11 0.93 -0.30
C2 -0.79 -1.13 -0.26
C3 0.95 0.15 -0.50
C4 1.21 -0.73 0.59
N1 1.86 1.03 -0.96
N2 3.30 0.09 0.77
N3 2.38 -0.81 1.16
N4 -0.23 -0.20 -1.03
N5 0.07 -1.42 0.76
N6 4.06 1.63 -0.73
N7 -4.14 0.52 -0.78
O1 -3.58 0.47 2.02
O2 -3.17 0.19 -1.39
O3 -1.85 -1.82 -0.52
H1 -4.22 0.83 1.54
H2 -2.54 -1.00 -1.07
H3 -2.80 0.67 1.38
H4 -0.04 -2.31 1.29
H5 4.82 1.37 -0.15
H6 1.61 1.54 -1.83

Calculated values
E_HOMO (alpha / beta)   -2.642 / -2.636 eV
Spin multiplicity   1
Total energy   -764.95285 Eh
M   200.138 g/mol
E_LUMO (alpha / beta)   2.75 / 2.75 eV
Total charge   -1

2.
# C9H13CrNO

C9H13CrNO as an isolated structure in a non-equilibrium geometry (ωB97M-V/def2-TZVPD, the Open Molecules 2025 dataset).

Geometry (Å):
C1 2.10 0.04 -0.71
C2 1.88 0.22 0.70
C3 1.31 1.51 0.91
C4 1.23 2.17 -0.37
C5 1.70 1.24 -1.38
Cr1 -0.11 0.50 -0.53
C6 -0.30 -2.21 1.17
C7 -0.22 -3.16 0.24
C8 -0.39 -3.80 -0.90
N1 -1.24 1.59 -1.02
H1 1.04 1.95 1.87
H2 2.11 -0.50 1.48
H3 0.90 3.20 -0.52
H4 1.79 1.45 -2.44
H5 2.53 -0.85 -1.17
H6 0.46 -2.11 1.95
H7 -0.47 -0.07 -1.99
H8 -1.19 -1.56 1.30
H9 -0.28 -4.89 -0.98
H10 -0.67 -3.28 -1.83
C9 -2.54 1.60 1.37
O1 -2.02 0.85 2.19
H11 -2.02 2.18 -1.31
H12 -2.31 2.69 1.32
H13 -3.31 1.25 0.65

Calculated values
Expectation value of S²   6.072
E_HOMO (alpha / beta)   3.163 / 0.402 eV
Spin multiplicity   5
Total energy   -1524.82179 Eh
M   203.205 g/mol
ΔE to the lowest compared entry with this formula, charge and spin   0.0 kcal/mol
E_LUMO (alpha / beta)   5.76 / 5.60 eV
Total charge   -2

3.
# C57H54AsCl2KN8O2SSi

C57H54AsCl2KN8O2SSi as an isolated structure (ωB97M-V/def2-TZVPD, the Open Molecules 2025 dataset).

Geometry (Å):
K1 -0.68 0.79 -0.43
C1 2.83 -1.97 -2.25
N1 2.61 -1.56 -0.90
C2 2.76 -2.59 0.09
C3 2.34 -2.08 1.43
N2 1.56 -1.07 1.64
C4 1.44 -0.98 3.03
C5 0.71 -0.09 3.80
C6 0.76 -0.24 5.17
C7 1.52 -1.25 5.77
C8 2.26 -2.15 5.02
C9 2.20 -1.99 3.64
N3 2.77 -2.68 2.59
C10 2.57 -0.82 -3.17
N4 2.20 0.36 -2.79
C11 2.03 1.08 -3.96
C12 1.63 2.40 -4.14
C13 1.52 2.87 -5.44
C14 1.79 2.05 -6.54
C15 2.19 0.73 -6.38
C16 2.30 0.27 -5.07
N5 2.67 -0.95 -4.53
H1 2.19 -2.82 -2.57
H2 3.87 -2.31 -2.37
H3 1.78 -0.98 -0.77
H4 3.82 -2.88 0.14
H5 2.18 -3.51 -0.14
H6 0.14 0.71 3.33
H7 0.20 0.44 5.80
H8 1.53 -1.34 6.85
H9 2.84 -2.94 5.48
H10 3.34 -3.50 2.65
H11 1.41 3.03 -3.29
H12 1.20 3.89 -5.61
H13 1.68 2.45 -7.54
H14 2.39 0.10 -7.23
H15 2.84 -1.80 -5.04
C17 -3.41 2.84 -0.89
C18 -4.01 1.73 -0.06
C19 -5.33 1.76 0.37
C20 -5.77 0.67 1.12
C21 -4.93 -0.37 1.41
C22 -3.57 -0.35 0.94
N6 -3.17 0.73 0.21
N7 -2.67 -1.31 1.14
Si1 -2.83 -2.74 2.00
C23 -1.20 -3.68 1.90
C24 -3.17 -2.53 3.86
C25 -4.16 -3.92 1.35
H16 -4.12 3.65 -1.04
H17 -3.09 2.45 -1.86
H18 -2.53 3.25 -0.38
H19 -5.97 2.60 0.13
H20 -6.79 0.64 1.48
H21 -5.27 -1.22 1.99
H22 -0.42 -3.10 2.39
H23 -0.91 -3.82 0.85
H24 -1.25 -4.67 2.38
H25 -2.51 -1.76 4.27
H26 -3.00 -3.46 4.41
H27 -4.20 -2.21 4.05
H28 -3.98 -4.14 0.30
H29 -5.16 -3.47 1.42
H30 -4.18 -4.86 1.91
S1 0.05 3.13 1.87
C26 1.64 3.54 2.45
C27 1.79 4.41 3.56
C28 3.02 4.81 4.02
C29 4.19 4.38 3.39
C30 4.07 3.51 2.31
C31 2.83 3.08 1.86
As1 2.67 1.90 0.30
C32 3.23 3.29 -0.98
C33 2.27 4.28 -1.18
C34 2.49 5.30 -2.10
C35 3.66 5.35 -2.83
C36 4.63 4.37 -2.63
C37 4.42 3.35 -1.71
C38 4.29 0.83 0.53
C39 4.91 0.21 -0.56
C40 5.91 -0.74 -0.38
C41 6.30 -1.11 0.90
C42 5.67 -0.53 2.00
C43 4.68 0.43 1.81
H31 0.88 4.76 4.04
H32 3.08 5.48 4.87
H33 5.16 4.70 3.73
H34 4.97 3.17 1.81
H35 1.35 4.25 -0.61
H36 1.73 6.06 -2.24
H37 3.83 6.14 -3.56
H38 5.55 4.40 -3.20
H39 5.19 2.61 -1.56
H40 4.57 0.43 -1.56
H41 6.38 -1.19 -1.24
H42 7.07 -1.85 1.05
H43 5.94 -0.83 3.00
H44 4.19 0.86 2.68
Cl1 -4.69 -0.99 -2.31
C44 -5.60 -1.61 -3.64
C45 -6.98 -1.56 -3.58
C46 -7.73 -2.06 -4.63
C47 -7.11 -2.62 -5.73
C48 -5.72 -2.67 -5.77
Cl2 -4.96 -3.40 -7.15
C49 -4.93 -2.17 -4.74
N8 -3.52 -2.22 -4.80
C50 -2.87 -2.99 -3.83
C51 -3.44 -4.16 -3.35
C52 -2.80 -4.92 -2.38
C53 -1.58 -4.50 -1.87
C54 -1.01 -3.34 -2.36
C55 -1.61 -2.57 -3.35
C56 -0.92 -1.36 -3.92
C57 -1.66 -0.01 -3.75
O1 -2.50 0.26 -4.64
O2 -1.36 0.68 -2.75
H45 -7.45 -1.12 -2.71
H46 -8.81 -2.01 -4.59
H47 -7.68 -3.02 -6.56
H48 -3.12 -1.27 -4.91
H49 -4.40 -4.47 -3.73
H50 -3.27 -5.82 -2.01
H51 -1.10 -5.06 -1.08
H52 -0.08 -2.98 -1.94
H53 -0.75 -1.51 -4.99
H54 0.05 -1.27 -3.43

Calculated values
E_HOMO   -1.748 eV
Spin multiplicity   1
Total energy   -7237.07201 Eh
M   1128.192 g/mol
ΔE to the lowest compared entry with this formula, charge and spin   22.0 kcal/mol
E_LUMO   3.50 eV
Total charge   -2

4.
# C26H38N4O7

A 3-piece molecular cluster, C26H38N4O7 overall in a non-equilibrium geometry (ωB97M-V/def2-TZVPD, the Open Molecules 2025 dataset).

Geometry (Å):
N1 1.55 -1.97 -1.52
C1 1.58 -2.30 -0.07
C2 1.60 -1.05 0.82
C3 0.48 -0.04 0.59
C4 0.72 1.34 0.50
C5 2.10 1.99 0.60
C6 2.50 2.81 -0.68
C7 3.29 2.03 -1.73
N2 2.97 0.67 -2.03
O1 4.21 2.59 -2.29
C8 -0.31 2.24 0.34
C9 -1.59 1.84 0.27
C10 -1.84 0.49 0.34
C11 -0.86 -0.43 0.51
C12 -1.32 -1.87 0.61
C13 -1.47 -2.56 -0.57
C14 -1.88 -3.87 -0.54
C15 -2.14 -4.37 0.74
C16 -1.98 -3.55 1.82
N3 -1.55 -2.29 1.85
C17 -3.34 0.32 0.18
O2 -4.03 -0.66 0.00
N4 -3.85 1.63 0.25
C18 -2.88 2.62 0.12
O3 -3.05 3.81 -0.02
H1 2.51 -1.75 -1.76
H2 1.42 -2.87 -1.98
H3 0.81 -3.02 0.19
H4 2.54 -2.81 0.11
H5 2.54 -0.54 0.62
H6 1.65 -1.33 1.87
H7 2.89 1.32 0.94
H8 2.00 2.75 1.38
H9 3.14 3.62 -0.34
H10 1.59 3.25 -1.08
H11 1.97 0.54 -1.88
H12 3.50 0.11 -1.38
H13 -0.10 3.30 0.30
H14 -1.26 -2.07 -1.51
H15 -2.01 -4.50 -1.41
H16 -2.48 -5.39 0.87
H17 -2.23 -3.98 2.80
H18 -4.74 1.78 -0.22
C19 2.07 -0.43 -5.02
O4 0.76 -0.34 -4.50
C20 0.25 0.99 -4.50
C21 -0.68 1.23 -5.67
O5 0.00 1.16 -6.91
C22 -0.19 -0.09 -7.57
H19 2.28 -1.48 -5.23
H20 2.19 0.13 -5.95
H21 2.79 -0.07 -4.29
H22 1.07 1.71 -4.51
H23 -0.31 1.13 -3.57
H24 -1.09 2.25 -5.59
H25 -1.52 0.53 -5.64
H26 -1.18 -0.12 -8.03
H27 -0.07 -0.93 -6.89
H28 0.56 -0.16 -8.36
C23 -0.95 -0.23 4.10
O6 -0.40 0.99 4.58
C24 -1.23 1.64 5.53
C25 -0.75 1.39 6.95
O7 -0.86 0.03 7.31
C26 0.37 -0.67 7.22
H29 -0.16 -0.78 3.59
H30 -1.34 -0.85 4.91
H31 -1.74 -0.02 3.38
H32 -2.27 1.32 5.41
H33 -1.18 2.71 5.32
H34 -1.38 1.96 7.63
H35 0.28 1.74 7.07
H36 1.00 -0.42 8.08
H37 0.90 -0.45 6.30
H38 0.15 -1.74 7.25

Calculated values
Structure (SMILES)   NCCc1c(CCC(N)=O)cc2c(c1-c1ccccn1)C(=O)NC2=O.COCCOC.COCCOC
E_HOMO   -9.137 eV
Spin multiplicity   1
Total energy   -1759.17288 Eh
M   518.611 g/mol
ΔE to the lowest compared entry with this formula, charge and spin   42.4 kcal/mol
E_LUMO   -0.32 eV

5.
# C22H34AsF5I2IrN4O2STe

C22H34AsF5I2IrN4O2STe as an isolated structure (ωB97M-V/def2-TZVPD, the Open Molecules 2025 dataset).

Geometry (Å):
Ir1 -0.28 -0.59 0.04
I1 -7.34 0.71 -1.97
C1 -5.47 -0.14 -1.87
C2 -4.74 -0.33 -3.06
C3 -3.49 -0.87 -2.98
I2 -2.37 -1.16 -4.69
C4 -2.87 -1.20 -1.71
O1 -1.69 -1.62 -1.68
C5 -3.68 -1.02 -0.51
C6 -3.19 -1.36 0.88
N1 -1.86 -1.98 0.89
C7 -1.35 -2.41 2.18
C8 0.08 -2.85 1.96
C9 0.71 -3.78 2.76
C10 2.03 -4.11 2.50
C11 2.68 -3.51 1.44
C12 1.99 -2.58 0.68
N2 0.72 -2.26 0.93
C13 -4.94 -0.51 -0.62
H1 -5.16 -0.05 -4.01
H2 -3.92 -2.03 1.35
H3 -3.14 -0.44 1.47
H4 -1.84 -2.75 0.23
H5 -1.93 -3.23 2.61
H6 -1.39 -1.56 2.86
H7 0.17 -4.24 3.57
H8 2.54 -4.84 3.11
H9 3.71 -3.74 1.19
H10 2.45 -2.06 -0.15
H11 -5.53 -0.34 0.27
F1 -0.15 3.52 0.31
Te1 -1.78 2.43 0.58
F2 -3.57 1.74 0.60
F3 -2.47 3.84 1.69
F4 -1.69 1.02 2.30
F5 -2.37 3.30 -0.96
O2 -1.26 0.92 -0.62
C14 4.04 1.20 -4.14
C15 2.54 1.43 -4.12
N3 1.86 0.90 -2.92
C16 1.58 1.88 -1.87
C17 2.81 2.40 -1.16
C18 1.51 -0.38 -2.83
C19 1.69 -1.24 -4.06
N4 1.01 -0.95 -1.76
H12 4.47 1.65 -5.03
H13 4.30 0.14 -4.14
H14 4.52 1.65 -3.27
H15 2.08 1.02 -5.01
H16 2.33 2.50 -4.13
H17 0.88 1.45 -1.17
H18 1.04 2.71 -2.34
H19 3.39 1.58 -0.72
H20 2.50 3.06 -0.35
H21 3.46 2.97 -1.82
H22 1.02 -0.89 -4.85
H23 1.43 -2.27 -3.84
H24 2.71 -1.21 -4.44
H25 0.72 -1.89 -2.01
C20 2.41 1.43 4.16
As1 0.67 1.39 3.34
C21 0.08 3.22 3.43
C22 -0.38 0.32 4.53
S1 1.24 0.62 1.40
H26 2.32 1.85 5.17
H27 3.07 2.06 3.56
H28 2.81 0.43 4.21
H29 0.46 3.63 4.36
H30 -1.01 3.27 3.39
H31 0.50 3.76 2.58
H32 -0.22 0.72 5.53
H33 -0.02 -0.71 4.50
H34 -1.43 0.39 4.26

Calculated values
Expectation value of S²   6.047
E_HOMO (alpha / beta)   -10.230 / -11.202 eV
Spin multiplicity   5
Total energy   -5329.01377 Eh
M   1162.144 g/mol
ΔE to the lowest compared entry with this formula, charge and spin   0.0 kcal/mol
E_LUMO (alpha / beta)   -2.71 / -5.00 eV
Total charge   +1

6.
# C2H2N2O2

One molecule with the formula C2H2N2O2 in a non-equilibrium geometry (ωB97M-V/def2-TZVPD, the Open Molecules 2025 dataset).

Geometry (Å):
C1 -0.95 -0.26 -0.14
C2 1.18 -0.70 0.00
H1 2.23 -0.91 0.42
H2 -0.96 1.90 -0.29
N1 0.02 -1.31 -0.07
N2 -0.40 0.99 0.11
O1 -2.13 -0.36 0.05
O2 1.00 0.65 -0.08

Calculated values
Structure (SMILES)   O=c1nco[nH]1
E_HOMO   -10.041 eV
Spin multiplicity   1
Total energy   -337.29916 Eh
M   86.050 g/mol
ΔE to the lowest compared entry with this formula, charge and spin   78.6 kcal/mol
E_LUMO   0.24 eV

7.
# C35H42Cl2CoN2O4P

C35H42Cl2CoN2O4P as an isolated structure in a non-equilibrium geometry (ωB97M-V/def2-TZVPD, the Open Molecules 2025 dataset).

Geometry (Å):
O1 1.61 0.99 -1.13
C1 1.46 1.58 -2.32
C2 1.42 3.12 -2.23
C3 1.01 3.80 -1.08
H1 0.64 3.22 -0.22
C4 1.03 5.20 -1.06
H2 0.72 5.71 -0.15
C5 1.42 5.91 -2.20
H3 1.42 7.00 -2.19
C6 1.81 5.23 -3.35
H4 2.11 5.76 -4.25
C7 1.83 3.83 -3.35
H5 2.13 3.26 -4.24
H6 2.31 1.36 -3.02
C8 0.42 -0.40 -3.67
C9 0.25 0.99 -3.13
H7 0.00 -0.48 -4.68
H8 -0.09 -1.13 -3.02
H9 1.49 -0.65 -3.71
C10 -0.85 1.73 -3.30
C11 -2.05 1.34 -4.09
H10 -0.91 2.74 -2.87
H11 -2.19 2.05 -4.92
H12 -2.96 1.40 -3.47
H13 -1.98 0.32 -4.52
Co1 -0.22 -0.12 -0.03
Cl1 -1.18 1.67 0.84
Cl2 -1.90 -0.66 -1.32
C12 -2.47 -1.48 1.55
O2 -1.28 -1.82 1.42
N1 -3.42 -2.19 2.17
C13 -3.14 -3.53 2.66
C14 -4.78 -1.68 2.34
H14 -2.84 -0.52 1.14
H15 -2.10 -3.78 2.43
H16 -3.82 -4.24 2.17
H17 -3.31 -3.58 3.74
H18 -4.85 -0.71 1.84
H19 -5.02 -1.56 3.41
H20 -5.50 -2.38 1.89
H21 1.88 -4.94 -0.84
H22 4.42 -3.93 -0.40
C15 1.84 -4.13 -1.58
C16 4.11 -3.19 -1.15
N2 2.66 -3.01 -1.14
H23 0.81 -3.80 -1.71
C17 2.09 -1.88 -0.69
O3 0.84 -1.76 -0.63
H24 4.58 -2.23 -0.92
H25 2.78 -1.07 -0.41
H26 2.24 -4.51 -2.52
H27 4.43 -3.53 -2.14
O4 1.02 -0.08 1.57
P1 1.26 -0.12 3.07
C18 -0.16 -0.70 4.03
C19 -1.30 0.12 4.10
C20 -2.37 -0.25 4.91
C21 -2.32 -1.44 5.64
C22 -1.19 -2.26 5.56
C23 -0.11 -1.89 4.76
C24 2.64 -1.23 3.36
C25 2.59 -2.51 2.78
C26 3.66 -3.39 2.94
C27 4.79 -2.98 3.66
C28 4.85 -1.70 4.21
C29 3.78 -0.81 4.05
C30 1.60 1.48 3.80
C31 1.63 1.61 5.19
C32 1.77 2.87 5.78
C33 1.90 4.00 4.98
C34 1.90 3.87 3.58
C35 1.75 2.62 2.99
H28 -1.34 1.03 3.50
H29 -3.25 0.40 4.97
H30 -3.17 -1.73 6.27
H31 -1.15 -3.20 6.11
H32 0.78 -2.52 4.70
H33 1.70 -2.82 2.22
H34 3.61 -4.39 2.51
H35 5.62 -3.68 3.80
H36 5.73 -1.38 4.78
H37 3.83 0.20 4.45
H38 1.52 0.73 5.83
H39 1.78 2.95 6.87
H40 1.99 4.99 5.44
H41 2.01 4.76 2.95
H42 1.73 2.50 1.90

Calculated values
Expectation value of S²   6.015
E_HOMO (alpha / beta)   -7.665 / -7.795 eV
Spin multiplicity   5
Total energy   -4413.93640 Eh
M   715.544 g/mol
E_LUMO (alpha / beta)   0.39 / -1.63 eV

8.
# C4H10O2

A 2-piece molecular cluster, C4H10O2 overall (ωB97M-V/def2-TZVPD, the Open Molecules 2025 dataset).

Geometry (Å):
C1 -0.24 -1.70 1.16
O1 0.07 -1.19 0.00
C2 -0.49 -0.16 -0.56
C3 0.60 1.26 1.58
C4 0.06 0.32 -1.85
O2 -0.67 -0.16 -2.97
H1 -1.19 -1.43 1.61
H2 0.38 -2.52 1.49
H3 0.36 0.19 1.64
H4 -1.40 0.22 -0.12
H5 0.97 1.53 2.57
H6 -0.27 1.88 1.34
H7 1.39 1.44 0.84
H8 -0.01 1.41 -1.90
H9 1.13 0.05 -1.92
H10 -0.68 -1.13 -2.89

Calculated values
E_HOMO (alpha / beta)   -7.646 / -7.485 eV
Spin multiplicity   1
Total energy   -308.73289 Eh
M   90.122 g/mol
ΔE to the lowest compared entry with this formula, charge and spin   103.7 kcal/mol
E_LUMO (alpha / beta)   0.54 / 0.54 eV

9.
# C6H12

One molecule with the formula C6H12 in a non-equilibrium geometry (ωB97M-V/def2-TZVPD, the Open Molecules 2025 dataset).

Geometry (Å):
C1 0.69 1.08 2.11
C2 -0.70 1.11 1.55
C3 -0.89 0.70 0.07
C4 -0.20 -0.60 -0.29
C5 -0.28 -1.05 -1.56
C6 0.84 -1.61 -2.38
H1 0.81 1.55 3.09
H2 1.41 1.51 1.41
H3 1.07 0.07 2.29
H4 -1.12 2.13 1.56
H5 -1.47 0.59 2.12
H6 -0.43 1.48 -0.53
H7 -1.95 0.64 -0.20
H8 0.02 -1.25 0.56
H9 -1.23 -0.92 -2.10
H10 1.06 -0.97 -3.22
H11 0.67 -2.64 -2.75
H12 1.70 -1.83 -1.74

Calculated values
Structure (SMILES)   C/C=C/CCC
E_HOMO   -8.010 eV
Spin multiplicity   1
Total energy   -235.72362 Eh
M   84.162 g/mol
ΔE to the lowest compared entry with this formula, charge and spin   59.4 kcal/mol
E_LUMO   1.06 eV